No. 1
Here is an isolated molecule of C5H10N2S in a non-equilibrium geometry from OMol25. Energies are from ωB97M-V/def2-TZVPD.

Structure (ORCA input):
```
! RIJCOSX wB97M-V def2-TZVPD def2/J DEFGRID3
* xyz 0 1
S 2.00 -0.78 -0.45
N -2.41 -0.37 -0.03
N -1.70 0.81 -0.22
C 0.72 0.28 0.31
C -0.36 0.78 -0.68
C 0.34 -0.12 1.75
C -1.82 -1.48 -0.26
C 0.65 1.77 -0.17
H -0.86 -1.58 -0.79
H -0.27 0.50 -1.74
H 0.30 2.53 0.54
H -2.41 -2.38 -0.06
H -0.51 0.56 2.06
H 1.41 2.08 -0.88
H 3.03 -0.15 0.04
H 0.00 -1.16 1.83
H -2.33 1.61 -0.22
H 1.20 0.06 2.45
*
```

Results
Energy above the lowest of the compared OMol25 structures with the same formula, charge and spin in kJ/mol: 258.1
SMILES: C=NN[C@H]1C[C@]1(C)S
Total energy in eV: -19160.231
Lowest unoccupied orbital energy in hartree: 0.03012
HOMO-LUMO gap in eV: 9.44

Results of the Löwdin charge analysis, in e, for atoms 1 through 5: number 1, S, carries 0.760; number 2, N, carries -0.033; number 3, N, carries -0.062; number 4, C, carries -0.732; number 5, C, carries -0.363

No. 2
Here is a cluster of 2 separate species, C5H10N2S in total in a non-equilibrium geometry from OMol25. Energies are from ωB97M-V/def2-TZVPD.

Structure (ORCA input):
```
! RIJCOSX wB97M-V def2-TZVPD def2/J DEFGRID3
* xyz 0 1
S 0.93 1.54 -0.84
N -1.18 -0.96 0.47
N 1.30 0.25 0.16
C 1.05 -0.99 -0.11
C 1.55 0.67 1.51
C 0.85 -1.46 -1.51
C -2.60 1.11 -0.18
C -1.90 -0.10 0.25
H 0.83 0.27 2.27
H 1.09 -1.80 0.58
H 1.06 -2.53 -1.49
H 2.40 0.32 1.97
H -0.25 -1.31 -1.88
H -2.15 1.66 -0.91
H 1.47 -0.92 -2.14
H -3.68 0.75 -0.46
H -2.54 1.73 0.63
H 1.77 1.77 1.68
*
```

Results
Energy above the lowest of the compared OMol25 structures with the same formula, charge and spin in kJ/mol: 302.2
SMILES: C/C=[N+](/C)[S-].CC#N
Total energy in eV: -19159.774
Lowest unoccupied orbital energy in hartree: 0.02645
HOMO-LUMO gap in eV: 8.23

Results of the Löwdin charge analysis, in e, for atoms 1 through 5: number 1, S, carries 0.531; number 2, N, carries 0.159; number 3, N, carries -0.629; number 4, C, carries -0.285; number 5, C, carries -0.167

No. 3
Here is an isolated molecule of C5H10N3 in a non-equilibrium geometry from OMol25. Energies are from ωB97M-V/def2-TZVPD.

Structure (ORCA input):
```
! RIJCOSX wB97M-V def2-TZVPD def2/J DEFGRID3
* xyz 0 2
N 0.31 -0.94 -1.49
N 1.93 0.45 1.08
N -2.97 0.23 0.52
C 1.33 -0.84 0.97
C -1.97 0.17 -0.52
C -0.62 0.45 0.26
C 0.57 -0.22 -0.36
C 1.70 0.75 -0.32
H -0.82 0.19 1.29
H -3.82 0.45 0.21
H -1.79 -0.82 -0.79
H 1.40 1.74 -0.60
H 2.61 0.44 -0.94
H 0.66 -1.08 1.75
H 0.92 -1.67 -1.79
H 2.12 -1.67 0.96
H -0.40 1.57 0.42
H -1.89 0.86 -1.37
*
```

Results
Energy above the lowest of the compared OMol25 structures with the same formula, charge and spin in kJ/mol: 530.8
Total energy in eV: -9809.549
Lowest unoccupied orbital energy (alpha / beta) in hartree: -0.01118 / -0.04020
HOMO-LUMO gap (alpha / beta) in eV: 8.79 / 7.93
<S²>: 1.763

Results of the Löwdin charge analysis, in e, for atoms 1 through 5: number 1, N, carries 0.207; number 2, N, carries 0.072; number 3, N, carries 0.136; number 4, C, carries -0.143; number 5, C, carries -0.266

No. 4
Here is the ion C5H10N3 with charge +1 in a non-equilibrium geometry from OMol25. Energies are from ωB97M-V/def2-TZVPD.

Structure (ORCA input):
```
! RIJCOSX wB97M-V def2-TZVPD def2/J DEFGRID3
* xyz 1 1
N -2.38 0.12 0.47
N -0.56 -1.18 0.27
N 1.80 -0.65 -0.30
C 0.86 -1.44 -0.14
C 1.78 1.08 1.24
C 1.99 0.66 0.01
C -0.86 0.41 -1.49
C -1.28 -0.22 -0.25
H -3.08 0.71 0.22
H 1.52 0.27 1.95
H 2.44 1.14 -0.85
H -1.61 0.92 -2.07
H -0.01 0.98 -1.06
H -0.42 -0.37 -2.07
H -2.47 -0.27 1.48
H 1.07 -2.47 -0.07
H 2.10 2.10 1.59
H -0.88 -1.79 1.06
*
```

Results
Energy above the lowest of the compared OMol25 structures with the same formula, charge and spin in kJ/mol: 249.4
SMILES: C=C/N=C\NC(C)=[NH2+]
Total energy in eV: -9809.163
Lowest unoccupied orbital energy in hartree: -0.14477
HOMO-LUMO gap in eV: 9.06

Results of the Löwdin charge analysis, in e, for atoms 1 through 5: number 1, N, carries 0.226; number 2, N, carries 0.131; number 3, N, carries 0.083; number 4, C, carries -0.110; number 5, C, carries 0.039